ORCA calculation (ωB97M-V/def2-TZVPD) on a cluster of 3 separate species, C34H62N5O7P in total in a non-equilibrium geometry.

Structure (XYZ):
```
109
Properties=species:S:1:pos:R:3:mulliken_spin:R:1
C -1.7899 4.0890 4.7575 0.00
C -1.2132 2.5945 5.1281 0.00
O -2.1420 1.5972 5.1191 0.00
N 0.1759 2.2213 5.5386 0.00
C 0.1872 1.4520 6.8285 0.00
C 1.0547 1.6716 4.4566 0.00
C 1.8481 0.2916 4.9722 0.00
N 2.6712 -0.6919 5.2710 0.00
C 0.3487 1.3138 3.0356 0.00
C 1.2322 -0.0362 2.2695 0.00
C 0.4892 -1.5803 2.4941 0.00
O 0.5015 -0.7266 1.0826 0.00
C 2.1912 2.8720 4.1901 0.00
C 2.8418 3.2321 5.6888 0.00
N 3.2451 3.5868 6.8831 0.00
C 3.4404 2.4300 3.2487 0.00
O 4.5533 3.4099 3.4828 0.00
C 5.8074 2.6586 3.8183 0.00
O 5.7815 2.0382 5.1512 0.00
C 6.9869 2.3449 5.9383 0.00
C 6.7921 3.8922 6.5228 0.00
O 6.7614 3.8171 7.9967 0.00
P 1.4497 4.5022 3.5385 0.00
C 2.0420 4.9637 1.7867 0.00
C 1.9406 5.9841 4.6956 0.00
H -1.6052 4.2751 3.6166 0.00
H -2.9586 4.0801 4.9688 0.00
H -1.3426 4.9294 5.4618 0.00
H -0.5522 2.0349 7.5651 0.00
H 1.2312 1.4690 7.4076 0.00
H -0.2724 0.3587 6.7651 0.00
H 0.3574 2.1604 2.2281 0.00
H -0.7043 0.7752 3.1089 0.00
H 2.4870 0.0168 2.2826 0.00
H 1.5690 -1.9405 2.8629 0.00
H 0.4200 -2.4575 1.7493 0.00
H 3.1068 2.4079 2.1024 0.00
H 3.9085 1.3796 3.4605 0.00
H 6.0022 1.8454 2.9684 0.00
H 6.7487 3.3809 3.7800 0.00
H 7.9339 2.2712 5.2340 0.00
H 7.1897 1.5953 6.8286 0.00
H 7.5891 4.6380 6.0941 0.00
H 5.7239 4.2623 6.1600 0.00
H 5.8681 3.4584 8.3170 0.00
H 3.1902 5.1804 1.8351 0.00
H 1.4314 5.9069 1.3843 0.00
H 1.8125 4.0967 0.9997 0.00
H 3.0659 6.2970 4.5605 0.00
H 1.2678 6.9134 4.3662 0.00
H 1.6588 5.7735 5.8219 0.00
C -1.6805 -4.8194 -0.3982 0.02
C -2.3579 -3.5720 -1.0343 0.03
C -2.9476 -2.6211 0.0441 0.02
C -4.2689 -3.0728 0.6543 -0.02
C -5.2758 -3.4410 -0.4288 0.02
C -4.7050 -4.4862 -1.4259 0.04
N -3.3926 -4.0583 -2.0133 0.28
O -3.6428 -3.0208 -2.9266 0.63
C -4.5705 -5.8486 -0.6823 0.01
C -5.7764 -4.7864 -2.5196 0.00
C -1.1660 -2.7940 -1.6914 -0.03
H -1.8911 -5.7387 -0.9646 -0.01
H -0.5869 -4.7489 -0.3953 0.00
H -1.9890 -4.9772 0.6378 0.00
H -3.1143 -1.6284 -0.3976 0.00
H -2.2167 -2.4710 0.8503 0.00
H -4.1046 -3.9143 1.3337 0.00
H -4.6817 -2.2629 1.2682 0.00
H -6.1890 -3.8219 0.0448 0.00
H -5.5730 -2.5307 -0.9661 0.00
H -4.1521 -6.6179 -1.3404 0.00
H -5.5493 -6.2065 -0.3423 0.00
H -3.9528 -5.8005 0.2159 0.00
H -6.0713 -3.8919 -3.0803 0.00
H -6.6956 -5.1849 -2.0727 0.00
H -5.4091 -5.5306 -3.2339 0.00
H -0.7036 -3.3715 -2.4999 0.00
H -0.3868 -2.5862 -0.9473 0.00
H -1.4686 -1.8191 -2.0888 0.01
C 0.7307 -0.6337 -8.5638 0.01
C -0.3492 0.2376 -7.8607 0.03
C 0.2180 0.9628 -6.6088 0.02
C 0.3737 0.0905 -5.3691 -0.02
C -0.9064 -0.6838 -5.0790 0.02
C -1.3878 -1.4989 -6.3103 0.02
N -1.5213 -0.6507 -7.5404 0.28
O -2.6520 0.1679 -7.3832 0.64
C -0.3880 -2.6712 -6.5417 0.02
C -2.7151 -2.2346 -5.9482 0.01
C -0.6613 1.3622 -8.9073 0.00
H 0.3253 -1.5961 -8.9095 -0.01
H 1.1237 -0.1644 -9.4728 0.00
H 1.5878 -0.8355 -7.9173 0.00
H -0.4450 1.7973 -6.3398 0.00
H 1.1890 1.4173 -6.8479 0.00
H 1.2209 -0.5912 -5.4893 0.00
H 0.6137 0.7241 -4.5064 0.00
H -0.7378 -1.3475 -4.2220 0.00
H -1.6877 0.0206 -4.7644 0.00
H -0.6743 -3.2675 -7.4149 -0.01
H -0.3695 -3.3454 -5.6774 0.00
H 0.6452 -2.3479 -6.6778 0.00
H -3.5136 -1.5453 -5.6505 0.00
H -2.5694 -2.9184 -5.1029 -0.01
H -3.0762 -2.8297 -6.7935 0.00
H -1.1064 0.9515 -9.8207 0.00
H 0.2596 1.8846 -9.1954 0.00
H -1.3309 2.1325 -8.5095 0.00
```

Results
Total charge ... 0
<S²> ... 2.01
Multiplicity ... 3
E_LUMO ... -0.665 eV
DFT total energy ... -2473.6482 hartree
Gap between HOMO and LUMO ... 0.297 Eh
Highest occupied orbital energy ... -8.75 eV

***

ORCA calculation (ωB97M-V/def2-TZVPD) on a structure of composition C12H11N6O4Zn.

Structure (XYZ):
```
34
Properties=species:S:1:pos:R:3:nbo_charge:R:1
Zn 0.3295 -0.1387 -0.4383 1.69
C -1.8543 0.7538 2.7161 -0.65
C -0.5043 0.1349 2.6829 0.42
N 0.2140 -0.1571 1.6054 -0.67
C 1.4034 -0.7188 2.0545 -0.01
C 1.3877 -0.7593 3.4126 0.03
N 0.1828 -0.2191 3.7766 -0.46
C 2.3104 -1.2207 4.4948 0.77
O 3.4579 -1.7336 4.1308 -0.64
O 1.9419 -1.0920 5.6358 -0.57
C 2.4315 -1.1556 1.0619 0.77
O 3.4821 -1.6511 1.4432 -0.63
O 2.0839 -0.9529 -0.1601 -0.89
H -2.1819 0.9416 1.7011 0.22
H -1.8366 1.6984 3.2604 0.25
H -2.5737 0.0939 3.2016 0.25
H -0.0886 -0.1285 4.7474 0.46
H 3.5703 -1.7495 3.1340 0.52
N 0.1578 0.0967 -4.5373 -0.48
C 1.4133 -0.4760 -4.5464 -0.05
C 1.7472 -0.6783 -3.2426 -0.05
N 0.7120 -0.2357 -2.4577 -0.60
C -0.2247 0.2223 -3.2557 0.31
C -1.4261 0.7466 -2.6300 0.31
N -1.5175 0.7376 -1.3096 -0.58
C -2.7448 1.2864 -1.0124 -0.07
C -3.3868 1.6237 -2.1610 -0.05
N -2.5324 1.2729 -3.1803 -0.48
H -0.3613 0.3649 -5.3567 0.44
H 1.9424 -0.6826 -5.4601 0.25
H 2.6352 -1.1005 -2.8038 0.27
H -3.1017 1.4104 -0.0065 0.23
H -4.3495 2.0699 -2.3389 0.25
H -2.7190 1.3958 -4.1619 0.44
```

Results
Total charge ... +1
E_LUMO ... -3.499 eV
DFT total energy ... -2872.6679 hartree
Gap between HOMO and LUMO ... 0.332 Eh
Highest occupied orbital energy ... -12.54 eV

***

ORCA calculation (ωB97M-V/def2-TZVPD) on a cluster of 2 separate species, C4H12NO in total in a non-equilibrium geometry.

Structure (XYZ):
```
18
Properties=species:S:1:pos:R:3:nbo_charge:R:1
O 1.0025 0.4609 -1.2127 -0.60
C 2.1981 0.2541 -0.5629 0.08
C 2.0773 -0.8648 0.6755 -0.35
N 1.0048 -0.6006 1.3680 -0.09
C -2.0619 0.4430 0.5062 -0.63
C -2.4920 0.0469 -0.9158 -0.61
H 0.2249 0.4082 -0.6434 0.51
H 2.8326 -0.1062 -1.3832 0.26
H 2.6569 1.1171 -0.0933 0.22
H 1.9186 -1.8226 0.1616 0.28
H 3.0344 -0.8472 1.2340 0.30
H -1.3552 -0.3324 0.8613 0.19
H 1.1719 0.1486 2.0525 0.36
H -2.8898 0.4302 1.2131 0.24
H -1.5383 1.4031 0.5443 0.19
H -3.3615 0.6439 -1.1996 0.23
H -1.7072 0.2276 -1.6412 0.19
H -2.7162 -1.0096 -0.9642 0.22
```

Results
Total charge ... +1
E_LUMO ... -9.026 eV
DFT total energy ... -289.1458 hartree
Energy above the lowest of the compared OMol25 structures with the same formula, charge and spin ... 6.233 eV
Gap between HOMO and LUMO ... 0.227 Eh
Highest occupied orbital energy ... -15.21 eV